No. 1
This record from the OMol25 dataset describes a structure of composition C26H20B4Ba2Br10O32 in a non-equilibrium geometry. The level of theory is ωB97M-V/def2-TZVPD.

Properties
- ⟨S²⟩ = 0.7573
- charge = +1
- Kohn-Sham gap (alpha / beta) (eV) = 7.36 / 2.43
- multiplicity = 2

Element x y z (Å)
Ba: -4.85 -1.23 -28.18
Ba: -10.54 4.04 -23.28
O: -13.97 -1.86 -17.46
C: -13.99 -1.24 -18.60
O: -13.43 -0.06 -18.92
B: -14.04 0.34 -20.20
O: -14.74 -0.82 -20.70
C: -14.73 -1.78 -19.80
O: -15.22 -2.85 -19.90
O: -12.90 0.79 -21.05
C: -13.18 1.93 -21.60
O: -12.50 2.50 -22.47
C: -14.47 2.40 -20.95
O: -14.86 1.58 -20.05
O: -14.93 3.52 -21.19
O: -8.04 4.84 -22.77
C: -7.28 3.91 -22.96
O: -7.62 2.73 -23.32
B: -6.40 1.96 -23.55
O: -5.20 2.78 -23.17
C: -5.74 3.94 -22.88
O: -5.04 4.88 -22.51
O: -6.28 1.43 -24.94
C: -5.95 0.15 -24.85
O: -5.77 -0.59 -25.84
C: -6.10 -0.34 -23.36
O: -6.37 0.72 -22.72
O: -6.01 -1.53 -22.93
O: -9.29 6.84 -28.06
C: -8.77 5.80 -27.71
O: -7.87 5.06 -28.31
B: -7.62 3.79 -27.53
O: -8.30 4.12 -26.22
C: -9.10 5.15 -26.38
O: -10.07 5.44 -25.63
O: -6.13 3.50 -27.44
C: -5.83 2.31 -27.97
O: -4.73 1.68 -27.98
C: -7.09 1.78 -28.47
O: -8.13 2.58 -28.20
O: -7.11 0.66 -28.98
O: -7.43 -2.22 -28.43
C: -8.46 -1.89 -27.81
O: -8.48 -0.97 -26.92
B: -9.81 -0.78 -26.37
O: -10.60 -1.89 -26.85
C: -9.84 -2.66 -27.75
O: -10.14 -3.62 -28.48
O: -10.31 0.57 -26.89
C: -10.66 1.34 -25.85
O: -10.96 2.56 -25.82
C: -10.21 0.65 -24.59
O: -9.87 -0.60 -24.89
O: -10.12 1.20 -23.45
Br: -9.30 -2.55 -21.36
C: -11.10 -1.73 -21.25
C: -12.11 -2.68 -21.99
Br: -12.17 -4.41 -20.96
H: -10.89 -0.74 -21.65
H: -11.33 -1.69 -20.18
H: -11.79 -2.86 -23.02
H: -13.11 -2.26 -21.97
Br: -11.86 1.15 -29.25
C: -10.45 1.21 -30.58
C: -10.64 0.00 -31.54
Br: -10.12 0.50 -33.34
H: -9.59 1.20 -29.92
H: -10.46 2.18 -31.07
H: -11.69 -0.26 -31.69
H: -10.01 -0.75 -31.07
Br: -13.34 4.96 -25.36
C: -13.55 4.37 -27.24
C: -15.09 4.31 -27.49
Br: -15.48 4.42 -29.41
H: -12.95 3.46 -27.26
H: -13.13 5.20 -27.82
H: -15.56 5.19 -27.03
H: -15.57 3.42 -27.08
Br: -7.93 -6.20 -27.68
C: -9.24 -6.77 -29.05
C: -10.60 -7.08 -28.30
Br: -11.76 -8.15 -29.51
H: -8.91 -7.70 -29.51
H: -9.40 -5.92 -29.70
H: -11.13 -6.19 -27.95
H: -10.27 -7.70 -27.48
Br: -14.04 -2.79 -29.58
C: -13.39 -4.27 -28.41
C: -14.70 -4.94 -27.87
Br: -15.65 -5.90 -29.26
H: -12.90 -3.85 -27.53
H: -12.76 -4.90 -29.03
H: -15.42 -4.31 -27.34
H: -14.35 -5.62 -27.10

Löwdin population analysis, charges in e, atoms 1 to 6: number 1, Ba, carries 2.06; number 2, Ba, carries 2.06; number 3, O, carries 0.09; number 4, C, carries -0.28; number 5, O, carries 0.22; number 6, B, carries -0.86


No. 2
This record from the OMol25 dataset describes a cluster of 4 separate species, C23H48BN2O5 in total in a non-equilibrium geometry. The level of theory is ωB97M-V/def2-TZVPD.

Properties
- ⟨S²⟩ = 0.7547
- Kohn-Sham gap (alpha / beta) (eV) = 8.85 / 9.25
- multiplicity = 2

Element x y z (Å)
C: -0.43 -3.34 0.39
N: -0.04 -3.42 -1.07
C: 0.90 -4.64 -1.16
B: 0.69 -2.19 -1.56
O: 2.16 -2.36 -1.84
C: -0.02 -0.70 -1.86
C: -1.61 -0.63 -1.54
C: -2.13 0.46 -0.46
C: -2.80 -0.40 0.81
C: -3.45 1.21 -1.17
N: -1.21 1.55 -0.05
O: -1.37 2.69 -0.76
C: 0.23 1.17 0.14
C: 0.58 0.31 1.49
C: 1.06 2.61 0.30
C: 0.93 0.41 -1.12
H: -0.22 -2.29 0.87
H: -1.57 -3.62 0.56
H: 0.21 -4.12 1.03
H: 0.27 -5.57 -0.77
H: 1.82 -4.55 -0.41
H: 1.24 -4.87 -2.27
H: 2.70 -2.03 -1.04
H: 0.12 -0.54 -3.03
H: -2.16 -0.42 -2.58
H: -2.03 -1.70 -1.20
H: -3.91 -0.76 0.57
H: -2.10 -1.25 1.21
H: -2.92 0.39 1.69
H: -3.22 1.59 -2.25
H: -3.93 2.01 -0.45
H: -4.26 0.34 -1.28
H: -0.33 -0.16 2.05
H: 1.09 1.05 2.28
H: 1.40 -0.54 1.32
H: 2.15 2.32 0.70
H: 0.53 3.28 1.11
H: 1.21 3.15 -0.74
H: 1.17 1.25 -1.93
H: 1.98 0.01 -0.76
C: 5.06 5.39 2.02
C: 5.68 4.07 1.62
C: 5.08 3.12 2.63
O: 3.79 3.64 2.98
C: 3.67 4.96 2.45
H: 5.04 6.13 1.21
H: 5.60 5.81 2.87
H: 5.34 3.80 0.61
H: 6.77 4.08 1.63
H: 5.69 3.09 3.55
H: 4.99 2.10 2.25
H: 2.98 4.93 1.61
H: 3.25 5.63 3.22
C: 3.00 -3.82 4.92
C: 3.76 -3.34 3.72
C: 2.76 -3.54 2.60
O: 1.46 -3.37 3.18
C: 1.59 -3.35 4.61
H: 3.38 -3.42 5.87
H: 3.03 -4.91 4.97
H: 3.99 -2.27 3.82
H: 4.70 -3.87 3.55
H: 2.82 -4.56 2.20
H: 2.89 -2.83 1.78
H: 1.43 -2.33 4.95
H: 0.83 -4.00 5.06
C: -7.08 0.58 -5.52
C: -5.69 1.02 -5.90
C: -5.32 1.93 -4.75
O: -6.00 1.43 -3.59
C: -6.97 0.47 -4.01
H: -7.40 -0.35 -6.00
H: -7.80 1.36 -5.78
H: -5.02 0.15 -5.93
H: -5.64 1.52 -6.87
H: -5.66 2.95 -4.93
H: -4.24 1.94 -4.56
H: -6.61 -0.52 -3.72
H: -7.92 0.65 -3.51

Löwdin population analysis, charges in e, atoms 1 to 6: number 1, C, carries -0.12; number 2, N, carries -0.12; number 3, C, carries -0.13; number 4, B, carries -0.40; number 5, O, carries -0.01; number 6, C, carries -0.16


No. 3
This record from the OMol25 dataset describes a structure of composition C14H17IN2O2Pb in a non-equilibrium geometry. The level of theory is ωB97M-V/def2-TZVPD.

Properties
- Kohn-Sham gap (alpha / beta) (eV) = 5.60 / 6.30

Element x y z (Å)
C: 2.01 3.34 0.46
C: 3.13 1.39 0.32
H: 1.68 3.80 -0.52
H: 3.17 3.75 0.56
H: 1.43 3.67 1.38
H: 3.38 0.99 -0.70
H: 4.01 2.14 0.53
H: 3.06 0.71 1.22
C: -2.30 1.60 -1.12
C: -3.64 1.36 -1.45
C: -3.96 0.11 -1.92
C: -2.98 -0.89 -2.05
H: -2.01 2.53 -0.68
H: -4.36 2.14 -1.33
H: -4.98 -0.18 -2.21
H: -3.15 -1.91 -2.37
N: -1.31 0.74 -1.30
C: -1.63 -0.51 -1.68
C: -0.51 -1.55 -1.69
N: 0.65 -1.25 -1.10
C: 1.61 -2.16 -0.97
C: 0.31 -3.81 -2.12
C: 1.48 -3.47 -1.46
H: 2.51 -1.86 -0.45
H: 2.27 -4.15 -1.33
C: -0.71 -2.86 -2.25
H: -1.65 -3.04 -2.76
H: 0.14 -4.80 -2.54
Pb: 1.01 1.44 0.24
I: -0.80 2.54 2.44
C: 0.67 -1.18 3.86
O: 1.26 -0.52 2.70
C: 0.49 -0.32 1.64
O: -0.51 -0.98 1.43
H: -0.24 -0.66 4.15
H: 1.45 -1.10 4.63
H: 0.47 -2.23 3.62

Löwdin population analysis, charges in e, atoms 1 to 6: number 1, C, carries -0.35; number 2, C, carries -0.32; number 3, H, carries 0.03; number 4, H, carries 0.08; number 5, H, carries -0.07; number 6, H, carries 0.05


No. 4
This record from the OMol25 dataset describes a cluster of 2 separate species, C5H13N3 in total in a non-equilibrium geometry. The level of theory is ωB97M-V/def2-TZVPD.

Properties
- ⟨S²⟩ = 0.7506
- charge = -1
- Kohn-Sham gap (alpha / beta) (eV) = 2.52 / 8.61
- multiplicity = 2

Element x y z (Å)
C: 2.45 0.21 0.30
C: 2.03 -0.73 1.24
N: 2.07 -0.37 2.61
N: 2.57 -0.02 -1.10
H: 2.65 1.18 0.65
H: 1.79 -1.73 0.95
H: 2.95 -0.72 3.04
H: 1.32 -0.80 3.11
H: 3.44 0.39 -1.49
H: 1.83 0.41 -1.61
C: -3.09 1.84 -0.11
C: -2.68 0.85 -0.94
N: -2.42 -0.49 -0.59
C: -1.16 -1.03 -1.13
H: -3.11 1.68 0.99
H: -3.37 2.78 -0.55
H: -2.44 0.96 -1.96
H: -2.42 -0.75 0.41
H: -1.07 -2.07 -0.81
H: -1.11 -1.05 -2.22
H: -0.24 -0.54 -0.79

Löwdin population analysis, charges in e, atoms 1 to 6: number 1, C, carries -0.28; number 2, C, carries -0.40; number 3, N, carries -0.09; number 4, N, carries -0.04; number 5, H, carries 0.06; number 6, H, carries 0.03


No. 5
This record from the OMol25 dataset describes an isolated molecule of N2O2 in a non-equilibrium geometry. The level of theory is ωB97M-V/def2-TZVPD.

Properties
- Kohn-Sham gap (alpha / beta) (eV) = 7.81 / 7.86

Element x y z (Å)
O: -0.88 -0.17 -1.44
N: -0.52 -0.52 -0.40
N: 0.77 -0.18 0.68
O: 0.63 0.88 1.16

From a Löwdin analysis of the wavefunction, the atomic charges in e read: number 1, O, carries 0.05; number 2, N, carries -0.03; number 3, N, carries -0.01; number 4, O, carries -0.02


No. 6
This record from the OMol25 dataset describes an isolated molecule of C4H8N2O2. The level of theory is ωB97M-V/def2-TZVPD.

Properties
- Kohn-Sham gap (eV) = 7.64

Element x y z (Å)
N: 0.05 1.56 -1.29
C: 0.48 1.50 0.05
C: -0.08 0.76 1.01
O: 0.24 0.88 2.35
N: -1.15 -0.13 0.81
C: -1.07 -1.27 0.03
C: -0.03 -1.74 -0.68
O: 1.22 -1.16 -0.70
H: -0.65 0.84 -1.48
H: 0.82 1.48 -1.94
H: 1.30 2.16 0.28
H: 0.93 1.54 2.44
H: -1.71 -0.24 1.65
H: -2.00 -1.81 -0.04
H: -0.18 -2.61 -1.31
H: 1.83 -1.74 -1.17

Löwdin population analysis, charges in e, atoms 1 to 6: number 1, N, carries 0.04; number 2, C, carries -0.17; number 3, C, carries -0.39; number 4, O, carries 0.04; number 5, N, carries 0.05; number 6, C, carries -0.15


No. 7
This record from the OMol25 dataset describes an isolated molecule of C5H8N2O in a non-equilibrium geometry. The level of theory is ωB97M-V/def2-TZVPD.

Properties
- Kohn-Sham gap (eV) = 7.85

Element x y z (Å)
C: 1.72 1.51 0.13
C: 0.30 1.24 -0.13
C: -0.12 -0.07 -0.41
C: -1.44 -0.36 -0.26
N: -2.54 0.47 -0.35
O: -3.72 -0.40 0.20
C: 0.67 -1.16 -0.05
N: 2.08 -1.32 0.00
H: 1.75 2.68 0.28
H: 2.48 1.00 0.58
H: -0.38 2.31 -0.33
H: -1.60 -1.45 0.17
H: -4.50 0.28 0.51
H: 0.31 -2.23 0.37
H: 2.33 -0.53 -0.27
H: 2.68 -1.97 -0.42

Löwdin population analysis, charges in e, atoms 1 to 6: number 1, C, carries 0.02; number 2, C, carries -0.10; number 3, C, carries -0.34; number 4, C, carries -0.18; number 5, N, carries 0.04; number 6, O, carries -0.22


No. 8
This record from the OMol25 dataset describes a structure of composition C20H34Cl2N3O4Tb in a non-equilibrium geometry. The level of theory is ωB97M-V/def2-TZVPD.

Properties
- ⟨S²⟩ = 12.6777
- Kohn-Sham gap (alpha / beta) (eV) = 3.82 / 3.84
- multiplicity = 7

Element x y z (Å)
O: -0.03 0.25 -2.47
C: 0.75 0.97 -3.12
C: 0.51 1.13 -4.54
C: -0.08 0.03 -5.20
H: -0.31 -0.87 -4.62
C: -0.36 0.11 -6.56
H: -0.78 -0.75 -7.08
C: -0.15 1.32 -7.23
H: -0.39 1.40 -8.29
C: 0.38 2.42 -6.55
H: 0.53 3.35 -7.09
C: 0.71 2.36 -5.19
H: 1.10 3.19 -4.60
H: 1.55 1.52 -2.58
C: 3.87 0.40 -2.14
C: 2.89 0.90 -1.19
H: 4.89 0.58 -1.77
H: 3.73 0.87 -3.11
H: 3.73 -0.67 -2.31
C: 2.90 1.06 0.12
C: 4.11 0.83 1.03
H: 2.00 1.41 0.67
H: 5.05 1.02 0.48
H: 4.14 -0.20 1.41
H: 4.07 1.50 1.89
Tb: -0.24 -0.21 -0.32
Cl: 0.69 -2.40 -1.40
Cl: -0.25 2.60 -0.74
C: 1.58 -2.35 1.56
O: 0.92 -1.28 1.46
N: 1.64 -3.06 2.67
C: 0.94 -2.64 3.89
C: 2.40 -4.30 2.76
H: 2.13 -2.75 0.69
H: 0.35 -1.75 3.67
H: 1.67 -2.44 4.68
H: 0.30 -3.47 4.23
H: 2.85 -4.52 1.79
H: 1.75 -5.12 3.07
H: 3.20 -4.20 3.51
H: -1.11 2.61 4.74
H: -2.80 4.18 3.27
C: -0.47 2.63 3.85
C: -2.01 4.10 2.51
N: -1.27 2.85 2.65
H: 0.06 1.68 3.75
C: -1.36 1.90 1.75
O: -0.65 0.85 1.76
H: -2.45 4.12 1.51
H: -2.08 2.07 0.93
H: 0.25 3.46 3.96
H: -1.32 4.95 2.62
C: -4.91 -2.00 0.13
N: -3.98 -1.76 1.23
C: -4.40 -1.99 2.61
C: -2.76 -1.32 1.00
O: -2.36 -0.94 -0.12
H: -5.85 -2.36 0.58
H: -4.52 -2.77 -0.55
H: -5.11 -1.07 -0.42
H: -3.71 -2.70 3.09
H: -4.39 -1.05 3.17
H: -5.41 -2.40 2.59
H: -2.11 -1.29 1.89

Löwdin population analysis, charges in e, atoms 1 to 6: number 1, O, carries -0.32; number 2, C, carries -0.25; number 3, C, carries -0.17; number 4, C, carries -0.01; number 5, H, carries 0.12; number 6, C, carries -0.08


No. 9
This record from the OMol25 dataset describes a structure of composition C17H20Br2Cl3GeMoO2S2. The level of theory is ωB97M-V/def2-TZVPD.

Properties
- ⟨S²⟩ = 3.7907
- charge = +4
- Kohn-Sham gap (alpha / beta) (eV) = 6.47 / 4.49
- multiplicity = 4

Element x y z (Å)
Mo: 0.21 -0.51 -1.96
O: -0.45 -1.81 -0.37
S: -0.83 -1.69 1.13
C: 0.73 -1.97 2.04
C: 1.83 -1.07 1.52
C: 1.66 0.40 1.87
C: 2.63 1.29 1.11
S: 2.06 1.90 -0.52
O: 0.84 0.77 -0.77
C: 1.29 3.41 -0.23
C: 1.61 4.39 -1.19
C: 1.16 5.68 -0.99
C: 0.41 5.98 0.14
C: 0.09 5.00 1.08
C: 0.54 3.71 0.91
C: -1.67 -3.22 1.50
C: -2.73 -3.20 2.36
C: -3.36 -4.45 2.72
C: -2.93 -5.68 2.18
C: -1.88 -5.68 1.30
C: -1.23 -4.46 0.96
H: 1.00 -3.03 1.98
H: 0.45 -1.74 3.08
H: 1.92 -1.22 0.44
H: 2.77 -1.45 1.94
H: 1.85 0.55 2.94
H: 0.63 0.74 1.71
H: 3.57 0.77 0.88
H: 2.89 2.21 1.64
H: 2.23 4.14 -2.04
H: 1.42 6.46 -1.70
H: 0.06 7.00 0.30
H: -0.49 5.26 1.96
H: 0.31 2.96 1.66
H: -3.11 -2.28 2.79
H: -4.19 -4.43 3.43
H: -3.43 -6.59 2.46
H: -1.52 -6.60 0.86
H: -0.40 -4.48 0.26
Br: -1.45 2.06 -4.70
C: -2.43 0.43 -4.61
Br: -2.20 -0.52 -2.85
H: -2.09 -0.28 -5.36
H: -3.49 0.63 -4.63
Cl: 1.80 -1.91 -2.58
Ge: 0.89 0.69 -4.22
Cl: 2.22 2.29 -4.44
Cl: 0.80 -0.45 -5.98

Löwdin population analysis, charges in e, atoms 1 to 6: number 1, Mo, carries 0.87; number 2, O, carries -0.72; number 3, S, carries 1.10; number 4, C, carries -0.26; number 5, C, carries -0.23; number 6, C, carries -0.22


No. 10
This record from the OMol25 dataset describes a structure of composition C22H17BrCdN10O6S2. The level of theory is ωB97M-V/def2-TZVPD.

Properties
- charge = -2
- Kohn-Sham gap (eV) = 5.90

Element x y z (Å)
Cd: -0.29 0.06 -0.04
N: 3.74 2.16 -0.70
C: 2.69 1.52 -0.03
S: 2.70 -0.20 0.01
N: 1.84 2.35 0.53
N: 0.77 1.72 1.13
C: 0.18 2.39 2.04
C: -0.95 1.94 2.84
C: -1.49 2.88 3.73
C: -2.53 2.59 4.59
C: -3.05 1.29 4.57
C: -2.55 0.34 3.72
C: -1.49 0.61 2.80
O: -1.06 -0.33 2.04
H: 4.10 1.57 -1.43
H: 3.45 3.07 -1.03
H: 0.57 3.39 2.25
H: -1.06 3.88 3.73
H: -2.93 3.34 5.26
H: -3.87 1.03 5.23
H: -2.96 -0.67 3.69
Br: 0.33 -3.38 1.92
C: 0.86 -3.42 0.08
C: 1.63 -4.49 -0.35
C: 2.00 -4.49 -1.69
C: 1.60 -3.45 -2.50
C: 0.86 -2.41 -1.95
N: 0.47 -2.42 -0.67
C: 0.49 -1.21 -2.83
O: 0.70 -1.35 -4.04
O: 0.04 -0.20 -2.23
H: 1.92 -5.27 0.34
H: 2.60 -5.31 -2.08
H: 1.86 -3.38 -3.55
N: -3.36 -4.71 1.46
N: -3.28 -3.42 0.95
N: -3.95 -2.41 1.45
C: -3.48 -1.41 0.71
N: -2.56 -1.82 -0.18
N: -2.45 -3.11 -0.01
H: -4.13 -5.18 0.97
H: -2.48 -5.15 1.20
H: -3.74 -0.37 0.86
O: -3.61 1.52 0.67
C: -3.08 2.01 -0.33
N: -1.98 1.54 -0.97
S: -1.70 2.38 -2.36
O: -2.09 1.63 -3.53
O: -0.41 2.99 -2.34
C: -2.97 3.60 -2.10
C: -3.34 4.67 -2.89
C: -4.44 5.41 -2.47
C: -5.15 5.06 -1.32
C: -4.76 3.97 -0.56
C: -3.66 3.25 -0.97
H: -2.78 4.93 -3.78
H: -4.75 6.27 -3.06
H: -6.01 5.66 -1.03
H: -5.29 3.67 0.34

Löwdin population analysis, charges in e, atoms 1 to 6: number 1, Cd, carries 1.39; number 2, N, carries 0.00; number 3, C, carries -0.97; number 4, S, carries 0.43; number 5, N, carries -0.05; number 6, N, carries -0.13